{
  "formula": "C46H64BrFN2O16P",
  "method": "ωB97M-V/def2-TZVPD",
  "symbols": ["C", "C", "C", "N", "C", "C", "C", "C", "C", "C", "N", "C", "C", "C", "C", "C", "C", "C", "C", "F", "C", "O", "C", "C", "C", "C", "O", "O", "C", "C", "C", "O", "Br", "C", "P", "O", "O", "C", "C", "O", "H", "H", "H", "H", "H", "H", "H", "H", "H", "H", "H", "H", "H", "H", "H", "H", "H", "H", "H", "H", "H", "H", "C", "O", "C", "C", "O", "C", "C", "O", "C", "H", "H", "H", "H", "H", "H", "H", "H", "H", "H", "H", "H", "H", "H", "C", "O", "C", "C", "O", "C", "C", "O", "C", "H", "H", "H", "H", "H", "H", "H", "H", "H", "H", "H", "H", "H", "H", "C", "O", "C", "C", "O", "C", "C", "O", "C", "H", "H", "H", "H", "H", "H", "H", "H", "H", "H", "H", "H", "H", "H"],
  "coordinates": [[1.7979, 6.1267, 3.5377], [1.7189, 5.5530, 1.9939], [3.0923, 4.7657, 1.4550], [0.6063, 5.7037, 1.1562], [0.3451, 4.2694, 0.6756], [-0.4191, 3.2932, 1.7977], [-0.7100, 1.7213, 1.4212], [-1.4175, 0.7896, 2.5737], [-3.0513, 0.7103, 2.8666], [-3.5239, -0.2668, 4.0939], [-2.6649, -1.1201, 4.9831], [-1.1908, -1.0101, 4.7153], [-0.4355, -0.1239, 3.5630], [-0.2370, 1.1888, -0.0602], [0.5142, 2.1456, -1.2081], [0.8056, 3.7147, -0.8312], [1.5556, 4.6837, -1.9221], [3.0394, 4.1077, -2.4111], [4.1530, 5.3040, -2.5456], [3.5480, 3.0031, -1.5436], [0.9563, 1.4258, -2.6520], [0.7971, 2.0190, -3.8537], [1.6012, -0.1071, -2.4726], [2.8992, -0.6069, -3.3427], [3.4639, -2.1455, -3.0172], [4.7734, -2.6159, -3.9107], [5.8227, -1.7656, -4.0273], [4.8840, -3.9610, -4.5613], [2.7396, -3.0862, -1.8549], [3.4082, -4.5576, -1.5839], [2.6415, -5.7175, -2.4653], [1.5194, -5.4981, -3.1873], [3.5091, -7.5641, -2.4701], [1.4258, -2.6026, -1.0043], [0.4886, -3.5909, 0.3292], [0.3666, -2.7495, 1.8484], [1.0501, -5.2282, 0.4974], [0.8526, -1.0644, -1.3234], [-0.4503, -0.4099, -0.5036], [-1.5855, -1.0659, -0.2503], [0.8072, 6.6108, 3.9294], [2.1031, 5.1916, 4.2128], [2.6946, 6.9004, 3.6813], [2.9489, 3.5821, 1.4733], [3.2168, 5.0644, 0.3083], [4.0298, 5.0342, 2.1035], [-0.7506, 3.7087, 2.8617], [-3.8132, 1.3469, 2.2354], [-4.7011, -0.3175, 4.2900], [-0.4757, -1.6489, 5.4278], [0.7485, -0.1523, 3.4467], [0.8865, 4.7691, -2.8834], [1.7595, 5.7878, -1.5206], [2.8344, 3.6052, -3.4729], [3.9050, 5.9188, -3.5126], [4.0612, 5.9652, -1.5644], [5.2153, 4.7670, -2.5991], [3.4504, 0.0445, -4.1570], [4.5468, -4.5788, -1.9406], [3.4580, -4.8020, -0.4184], [1.0758, -2.0313, 1.8163], [1.7829, -5.1725, 1.2067], [-3.3766, -3.0181, -0.5873], [-4.1191, -4.2253, -0.5305], [-3.4346, -5.3050, -1.1739], [-4.1230, -6.6356, -0.8590], [-3.7275, -7.1778, 0.4071], [-4.3134, -6.5491, 1.5539], [-5.7745, -6.9536, 1.7678], [-6.6363, -6.1602, 0.9482], [-7.9618, -6.6626, 0.9260], [-3.1852, -2.7302, -1.6252], [-3.9645, -2.2316, -0.1057], [-2.4326, -3.1264, -0.0435], [-2.3913, -5.3380, -0.8394], [-3.4670, -5.1253, -2.2537], [-3.7948, -7.3699, -1.6029], [-5.2107, -6.5641, -0.9365], [-4.1877, -5.4646, 1.5177], [-3.7332, -6.9118, 2.4095], [-6.0515, -6.7760, 2.8130], [-5.9058, -8.0145, 1.5290], [-7.9820, -7.6606, 0.4784], [-8.5728, -5.9953, 0.3126], [-8.3796, -6.6928, 1.9368], [-1.4512, 1.8044, -5.9269], [-2.8234, 1.6879, -5.5867], [-3.0046, 1.1659, -4.2665], [-4.4655, 1.3102, -3.8323], [-4.7663, 2.6164, -3.3256], [-4.9104, 3.6410, -4.3172], [-6.2440, 3.5567, -5.0647], [-6.1606, 2.6031, -6.1266], [-7.4320, 2.3115, -6.6820], [-0.9557, 0.8305, -5.8742], [-1.3833, 2.1799, -6.9518], [-0.9543, 2.5191, -5.2630], [-2.3534, 1.6965, -3.5624], [-2.7342, 0.1049, -4.2864], [-4.6371, 0.6281, -2.9923], [-5.1604, 1.0238, -4.6256], [-4.0568, 3.6546, -4.9987], [-4.8934, 4.5848, -3.7612], [-6.4739, 4.5316, -5.5091], [-7.0425, 3.2728, -4.3707], [-8.0767, 1.8459, -5.9307], [-7.2944, 1.6060, -7.5056], [-7.9003, 3.2204, -7.0714], [7.6533, -0.8338, 3.3125], [7.0329, 0.1057, 4.1755], [7.4791, 1.4415, 3.9210], [6.6003, 2.4483, 4.6678], [5.3873, 2.7512, 3.9676], [4.3715, 1.7426, 4.0353], [3.6556, 1.7145, 5.3885], [4.4102, 0.9548, 6.3357], [3.9172, 1.1085, 7.6560], [8.7405, -0.8089, 3.4314], [7.2922, -1.8317, 3.5767], [7.3809, -0.6316, 2.2717], [7.4476, 1.6473, 2.8448], [8.5107, 1.5234, 4.2790], [7.1460, 3.3967, 4.7237], [6.3966, 2.1340, 5.6945], [4.7679, 0.7628, 3.7591], [3.6380, 2.0202, 3.2703], [2.6797, 1.2296, 5.2735], [3.5160, 2.7366, 5.7570], [4.0176, 2.1485, 7.9800], [4.5135, 0.4792, 8.3218], [2.8713, 0.7927, 7.7162]],
  "lowdin_charge": [-0.0747, -0.2712, -0.0450, 0.0226, -0.1381, 0.0500, -0.0924, -0.1094, 0.0103, -0.1113, -0.0324, -0.1101, -0.0114, 0.0264, 0.0355, -0.0260, -0.1212, -0.2943, -0.0795, -0.1138, -0.1635, -0.0636, -0.0168, 0.0860, 0.0362, -0.4257, -0.1577, -0.2635, -0.0761, -0.1714, -0.5908, -0.0873, 0.5609, -0.1980, 0.9220, -0.3402, -0.3442, -0.0151, -0.1894, -0.0554, 0.0817, 0.0933, 0.0899, 0.0950, 0.0661, 0.0869, 0.1109, 0.0984, 0.1024, 0.1040, 0.0920, 0.1254, 0.1150, 0.1401, 0.0941, 0.0761, 0.1052, 0.1231, 0.1313, 0.1150, 0.0521, 0.0713, -0.1319, -0.2099, -0.1864, -0.1724, -0.1423, -0.1705, -0.1966, -0.2050, -0.1160, 0.0864, 0.0859, 0.0340, 0.1215, 0.1230, 0.1232, 0.1163, 0.1229, 0.1237, 0.1198, 0.1246, 0.0839, 0.0868, 0.0817, -0.1104, -0.2082, -0.1851, -0.1665, -0.1417, -0.1725, -0.1965, -0.2054, -0.1137, 0.0897, 0.0869, 0.0632, 0.1239, 0.1269, 0.1248, 0.1191, 0.1209, 0.1231, 0.1198, 0.1257, 0.0851, 0.0879, 0.0821, -0.1064, -0.2096, -0.1925, -0.1714, -0.1501, -0.1665, -0.1908, -0.2044, -0.1099, 0.0842, 0.0887, 0.0912, 0.1298, 0.1216, 0.1236, 0.1198, 0.1236, 0.1104, 0.1158, 0.1234, 0.0848, 0.0883, 0.0854],
  "total_energy_ev": -166493.5518,
  "molar_mass_g_mol": 1030.89,
  "spin_multiplicity": 1,
  "largest_force_ev_per_a": 9.9,
  "homo_energy_ha": -0.19352,
  "lumo_ev": 0.22,
  "charge": -1
}